[1]
Density functional theory data (wB97M-V/def2-TZVPD) for the molecule C4H8O2 at a distorted geometry.

```
14
Properties=species:S:1:pos:R:3
C -0.53 1.55 0.12
C -0.21 0.11 0.43
C -0.43 -0.80 -0.75
O 0.13 -2.08 -0.36
C 1.26 -0.08 0.86
O 2.02 0.84 1.03
H -0.24 2.17 0.96
H -1.60 1.69 -0.07
H 0.01 1.90 -0.77
H -0.82 -0.26 1.28
H -1.49 -0.93 -0.99
H 0.09 -0.45 -1.66
H 0.26 -2.53 -1.20
H 1.56 -1.11 1.12
```

Results
**E_LUMO**: 0.7 eV
**Charge**: 0
**Energy**: -307.66366 Eh
**SMILES string**: C[C@H](C=O)CO
**Highest occupied orbital energy**: -9.48 eV

These are the Löwdin partial charges, in e, on atoms 1 to 4: -0.07 -0.34 -0.23 -0.09

[2]
Density functional theory data (wB97M-V/def2-TZVPD) for an isolated ion of composition C5H4N5O2S and charge +1 at a distorted geometry.

```
17
Properties=species:S:1:pos:R:3
C 0.51 -0.76 -1.24
C 1.45 2.15 -0.19
C -0.18 -1.91 0.50
C 1.17 -0.22 0.00
C -0.86 2.05 0.22
N -0.22 -1.73 -0.92
N 0.20 2.62 -0.08
N 1.75 0.95 0.19
N -1.90 1.44 0.28
N 0.96 -1.15 0.99
O -1.35 -1.32 0.98
O -2.70 -0.51 -1.01
S -2.52 -0.33 0.38
H 0.73 -0.21 -2.21
H 2.28 2.90 -0.45
H -0.32 -3.04 0.60
H 1.01 -0.94 1.97
```

Results
**E_LUMO**: -5.6 eV
**Charge**: +1
**Energy**: -1014.99242 Eh
**Highest occupied orbital energy**: -14.51 eV

These are the Löwdin partial charges, in e, on atoms 1 to 4: -0.01 -0.12 -0.37 -0.21

[3]
Density functional theory data (wB97M-V/def2-TZVPD) for a 2-piece molecular cluster, CBr2Cl2S overall at a distorted geometry.

```
6
Properties=species:S:1:pos:R:3
C -0.01 -0.55 0.19
S -0.86 0.15 -1.19
Cl 0.13 1.71 1.88
Cl 0.40 1.54 -1.97
Br -1.45 -1.62 0.91
Br 1.79 -1.23 0.17
```

Results
**E_LUMO (alpha / beta)**: -2.9 / -2.9 eV
**Charge**: 0
**Energy**: -6504.59585 Eh
**Highest occupied orbital energy (alpha / beta)**: -9.31 / -9.57 eV

These are the Löwdin partial charges, in e, on atoms 1 to 4: -1.59 0.33 -0.22 0.16

[4]
Density functional theory data (wB97M-V/def2-TZVPD) for the molecule C3H7NS2 at a distorted geometry.

```
13
Properties=species:S:1:pos:R:3
C -2.67 0.22 -1.28
C -0.43 0.20 0.20
C 3.43 -0.47 1.09
H -3.65 0.73 -1.30
H -2.39 -0.28 -2.24
H -2.74 -0.51 -0.46
H -0.38 -0.78 -0.28
H -1.01 0.00 1.13
H 3.77 -1.43 1.48
H 4.10 0.40 0.95
N 2.14 -0.45 0.93
S -1.39 1.44 -0.72
S 1.23 0.92 0.49
```

Results
**E_LUMO**: 0.8 eV
**Charge**: 0
**Energy**: -969.57432 Eh
**SMILES string**: C=NSCSC
**Highest occupied orbital energy**: -8.72 eV

These are the Löwdin partial charges, in e, on atoms 1 to 4: -0.40 -0.84 -0.15 0.04

[5]
Density functional theory data (wB97M-V/def2-TZVPD) for C3H5NO2 as an isolated structure at a distorted geometry.

```
11
Properties=species:S:1:pos:R:3
C -1.56 -0.34 0.42
C -0.53 0.43 -0.30
C 0.71 -0.29 -0.84
H -2.61 0.26 0.63
H -1.83 -0.93 -0.20
H -1.09 -0.62 1.57
H 0.28 -1.09 -1.63
H 3.29 0.62 0.80
N 1.88 -0.24 -0.44
O -0.60 1.55 -0.54
O 2.07 0.64 0.52
```

Results
**E_LUMO**: 0.2 eV
**Charge**: 0
**Energy**: -322.33826 Eh
**Highest occupied orbital energy**: -9.20 eV

These are the Löwdin partial charges, in e, on atoms 1 to 4: -0.01 -0.53 -0.12 0.15

[6]
Density functional theory data (wB97M-V/def2-TZVPD) for C22H19F4N8O3Rb as an isolated structure.

```
57
Properties=species:S:1:pos:R:3
Rb -0.44 0.88 0.48
C -0.29 -3.08 -0.32
N 0.47 -1.97 -0.84
C 0.20 -1.78 -2.26
C 1.90 -2.13 -0.62
C 2.32 -2.33 0.83
N 1.88 -1.21 1.61
C 2.09 -1.17 2.91
C 1.63 -0.03 3.64
F 0.99 0.93 2.92
C 1.78 0.14 4.99
F 1.29 1.27 5.56
C 2.42 -0.80 5.79
C 2.88 -1.91 5.13
F 3.52 -2.89 5.84
C 2.75 -2.11 3.77
F 3.28 -3.25 3.25
H 0.04 -4.05 -0.75
H -1.34 -2.95 -0.56
H -0.19 -3.14 0.76
H 0.49 -2.65 -2.86
H 0.75 -0.91 -2.63
H -0.86 -1.59 -2.42
H 2.39 -1.23 -1.01
H 2.28 -2.99 -1.22
H 3.42 -2.44 0.81
H 1.94 -3.29 1.19
H 2.52 -0.67 6.86
O -4.62 2.81 1.64
C -3.71 2.00 1.36
O -2.50 2.04 1.66
C -4.17 0.79 0.51
C -5.51 0.69 0.14
C -5.91 -0.37 -0.65
C -4.98 -1.31 -1.04
C -3.67 -1.14 -0.62
N -3.27 -0.12 0.14
H -6.18 1.47 0.47
H -6.95 -0.46 -0.96
H -5.24 -2.15 -1.67
H -2.90 -1.85 -0.91
N 2.21 4.42 -1.61
C 1.56 4.98 -0.53
C 1.26 3.94 0.29
N 1.70 2.75 -0.26
C 2.25 3.08 -1.39
H 2.50 4.88 -2.45
H 1.37 6.04 -0.46
H 0.72 3.96 1.23
H 2.65 2.39 -2.12
O -0.57 1.55 -2.82
N 0.38 1.94 -3.53
C 0.56 1.33 -4.73
C 1.63 1.80 -5.54
N 2.51 2.18 -6.20
C -0.29 0.28 -5.20
N -0.97 -0.57 -5.59
```

Results
**E_LUMO**: 4.0 eV
**Charge**: -2
**Energy**: -1937.09513 Eh
**Highest occupied orbital energy**: -1.67 eV

These are the Löwdin partial charges, in e, on atoms 1 to 4: 0.87 -0.11 -0.29 -0.11

[7]
Density functional theory data (wB97M-V/def2-TZVPD) for a 10-piece molecular cluster, C13H46N18O10PS overall at a distorted geometry.

```
89
Properties=species:S:1:pos:R:3
C 0.48 0.29 3.66
C -0.39 0.33 2.62
C -0.09 1.00 1.31
S -1.47 0.68 0.13
P -1.54 -1.47 -0.34
C 0.22 -1.91 -0.38
O -2.18 -2.22 0.94
H 0.24 0.77 4.60
H 1.42 -0.25 3.60
H -1.38 -0.11 2.75
H -0.05 2.08 1.41
H 0.81 0.64 0.80
H -2.58 0.90 0.87
H 0.83 -1.08 -0.72
H 0.32 -2.78 -1.03
H 0.58 -2.18 0.61
H -1.55 -2.33 1.67
C -1.81 4.33 3.13
O -0.83 3.76 2.66
N -2.75 4.90 2.31
N -2.03 4.43 4.46
H -3.57 5.37 2.64
H -2.60 4.84 1.32
H -1.35 4.02 5.07
H -2.82 4.90 4.86
C -1.27 -4.75 -3.26
O -0.26 -5.22 -3.75
N -2.21 -4.12 -4.00
N -1.52 -4.80 -1.91
H -3.05 -3.72 -3.62
H -2.04 -4.05 -4.99
H -0.85 -5.26 -1.32
H -2.35 -4.40 -1.50
C 1.13 -2.24 -5.79
O -0.02 -1.81 -5.90
N 2.21 -1.56 -6.30
N 1.42 -3.41 -5.17
H 3.15 -1.89 -6.23
H 2.02 -0.69 -6.77
H 0.63 -3.92 -4.80
H 2.35 -3.79 -5.06
C -1.83 2.19 -4.44
O -2.02 3.07 -5.26
N -1.60 2.48 -3.11
N -1.82 0.86 -4.77
H -1.44 1.78 -2.41
H -1.58 3.45 -2.85
H -1.97 0.63 -5.73
H -1.65 0.13 -4.11
C -0.07 6.71 6.48
O -0.61 5.73 6.99
N 0.24 7.83 7.18
N 0.26 6.74 5.15
H 0.67 8.65 6.79
H 0.00 7.85 8.16
H 0.05 5.93 4.61
H 0.70 7.52 4.70
C 3.70 -6.73 -5.23
O 3.74 -5.51 -5.20
N 2.57 -7.42 -4.88
N 4.75 -7.50 -5.62
H 2.52 -8.42 -4.90
H 1.77 -6.89 -4.59
H 5.59 -7.02 -5.89
H 4.72 -8.50 -5.64
C -5.74 3.05 0.87
O -5.28 3.94 0.17
N -6.99 2.53 0.69
N -5.01 2.52 1.90
H -7.37 1.81 1.26
H -7.54 2.91 -0.06
H -4.09 2.91 2.04
H -5.33 1.79 2.51
C 5.04 -11.72 -5.08
O 4.61 -10.77 -5.72
N 5.44 -11.60 -3.78
N 5.16 -12.97 -5.62
H 5.79 -12.37 -3.24
H 5.36 -10.70 -3.36
H 4.88 -13.08 -6.58
H 5.51 -13.76 -5.12
C 1.44 10.87 9.00
O 0.82 10.36 8.08
N 1.47 12.22 9.20
N 2.15 10.12 9.90
H 1.97 12.66 9.95
H 0.96 12.79 8.55
H 2.14 9.13 9.78
H 2.66 10.52 10.66
```

Results
**E_LUMO**: -3.4 eV
**Charge**: +1
**Energy**: -3000.55677 Eh
**Highest occupied orbital energy**: -10.73 eV

These are the Löwdin partial charges, in e, on atoms 1 to 4: 0.06 -0.25 -0.41 0.85

[8]
Density functional theory data (wB97M-V/def2-TZVPD) for the molecule C8H6F5NO2Si at a distorted geometry.

```
23
Properties=species:S:1:pos:R:3
C 1.62 2.66 0.80
C 0.69 2.34 0.10
Si -0.59 1.26 -0.68
C 0.02 -0.49 -1.02
C 1.59 -0.64 -1.03
C 1.99 -1.92 -0.30
F 2.46 -2.94 -1.03
C 1.89 -2.01 1.05
F 0.78 -2.04 1.72
F 2.94 -2.07 1.83
N -2.18 1.31 0.19
C -3.00 0.33 -0.46
O -3.73 0.59 -1.36
F -2.90 -0.94 -0.07
C -2.05 0.92 1.54
O -1.09 0.98 2.23
F -3.20 0.50 2.07
H 2.40 3.04 1.42
H -0.86 1.87 -1.99
H -0.33 -0.75 -2.02
H -0.38 -1.25 -0.35
H 1.99 -0.73 -2.04
H 2.12 0.17 -0.53
```

Results
**E_LUMO**: -0.2 eV
**Charge**: 0
**Energy**: -1302.36783 Eh
**SMILES string**: C#C[Si@@H](CCC(F)=C(F)F)N(C(=O)F)C(=O)F
**Highest occupied orbital energy**: -8.23 eV

These are the Löwdin partial charges, in e, on atoms 1 to 4: 0.06 -0.18 0.66 -0.23

Question: Which value of energy does entry 3 give?
Answer: -6504.59585 Eh